Entry 1:
Here is a structure of composition C13H13KN6S3 from the Open Molecules 2025 dataset. Energies are from the ωB97M-V functional and the def2-TZVPD basis.

XYZ file:
```
36
Properties=species:S:1:pos:R:3:mulliken_charge:R:1
K -1.73 -0.60 -0.21 0.58
C 1.26 0.95 2.72 -1.18
C 1.12 -0.18 1.74 0.40
N 0.37 -1.20 1.93 -0.47
N -0.49 -1.07 3.02 0.18
C -1.15 -2.18 3.46 0.20
N -2.38 -1.87 3.94 -0.40
S -0.51 -3.72 3.51 -0.45
C 1.78 -0.09 0.40 0.66
C 2.92 0.68 0.17 -0.63
C 3.32 0.89 -1.14 -0.35
C 2.58 0.35 -2.18 -0.58
C 1.50 -0.45 -1.85 -0.39
N 1.11 -0.67 -0.60 -0.23
H 0.32 1.51 2.79 0.17
H 2.04 1.65 2.42 0.35
H 1.47 0.55 3.71 0.31
H -1.15 -0.25 2.86 0.30
H -2.82 -1.05 3.52 0.22
H -2.95 -2.67 4.18 0.24
H 3.47 1.11 0.99 0.33
H 4.19 1.51 -1.35 0.39
H 2.81 0.55 -3.21 0.39
H 0.88 -0.92 -2.62 0.62
S -1.73 -1.54 -3.23 -0.52
C -1.33 0.07 -3.71 0.21
S -1.36 1.39 -2.61 -0.50
C -0.91 0.29 -5.04 0.06
C -0.51 1.57 -5.52 0.15
N -0.18 2.58 -5.98 -0.67
C -0.85 -0.74 -6.02 0.21
N -0.76 -1.52 -6.86 -0.67
C -2.51 0.96 2.54 -1.90
H -2.93 0.90 3.57 0.39
H -3.24 1.56 1.97 0.35
H -1.66 1.65 2.68 0.26
```

Values from the calculation:
**LUMO level**: 0.1529 hartree
**Charge**: -2
**Energy relative to the best compared isomer or geometry (same formula, charge and spin)**: 230.8 kJ/mol
**Orbital gap**: 5.6 eV
**HOMO level**: -1.41 eV
**DFT total energy**: -71463.734 eV

---

Entry 2:
Here is an isolated molecule of C4H11NO from the Open Molecules 2025 dataset. Energies are from the ωB97M-V functional and the def2-TZVPD basis.

XYZ file:
```
17
Properties=species:S:1:pos:R:3:mulliken_charge:R:1
C 2.30 0.78 -0.62 -0.84
N 1.14 0.91 0.39 -0.42
C -0.25 0.54 -0.18 -0.81
C -0.72 -0.77 0.39 0.58
C -2.06 -1.17 -0.18 -1.39
O -0.74 -0.64 1.82 -0.58
H 3.18 0.76 0.00 0.30
H 2.38 1.60 -1.32 0.27
H 2.15 -0.19 -1.06 0.35
H 0.93 1.89 0.61 0.22
H -0.80 1.39 0.28 0.41
H -0.17 0.62 -1.26 0.40
H -0.09 -1.64 0.14 0.07
H -2.37 -2.17 0.18 0.35
H -2.90 -0.51 0.05 0.34
H -1.96 -1.34 -1.26 0.35
H 0.01 -0.07 2.03 0.39
```

Values from the calculation:
**LUMO level**: 0.0381 hartree
**SMILES**: CNC[C@H](C)O
**Charge**: 0
**Energy relative to the best compared isomer or geometry (same formula, charge and spin)**: 146.9 kJ/mol
**Orbital gap**: 10.4 eV
**HOMO level**: -9.40 eV
**DFT total energy**: -7863.031 eV

---

Entry 3:
Here is a structure of composition C28H35N5P2Ti from the Open Molecules 2025 dataset. Energies are from the ωB97M-V functional and the def2-TZVPD basis.

XYZ file:
```
71
Properties=species:S:1:pos:R:3:mulliken_charge:R:1
Ti 0.52 0.23 1.96 -0.21
C 2.91 -2.72 -2.16 -0.39
C 2.53 -1.58 -2.74 -0.69
C 1.27 -1.26 -3.48 0.05
C -0.01 -2.08 -3.14 -1.46
C -0.34 -2.24 -1.66 0.06
C 0.40 -2.80 -0.70 0.39
C 1.11 -4.10 -0.97 -1.27
C 2.18 -4.03 -2.11 -0.77
C -0.63 0.06 3.75 -1.64
H 3.94 -2.76 -1.79 0.55
H 3.31 -0.81 -2.85 0.39
H 1.44 -1.34 -4.57 0.43
H 1.08 -0.19 -3.32 0.18
H -0.86 -1.55 -3.61 0.42
H 0.03 -3.05 -3.66 0.57
H -1.37 -1.97 -1.41 0.54
H 0.34 -2.46 0.35 -0.03
H 0.37 -4.86 -1.28 0.30
H 1.57 -4.47 -0.05 0.36
H 2.93 -4.82 -1.94 0.45
H 1.70 -4.26 -3.07 0.35
H 0.27 -0.12 4.40 0.46
H -1.38 -0.72 3.93 0.51
H -1.03 1.02 4.11 0.43
P -1.47 0.20 0.53 0.77
P 0.37 2.41 0.35 -0.15
N -2.30 -1.44 0.74 1.44
N -3.01 1.11 0.79 0.70
N 1.94 1.24 0.56 0.01
N 1.47 3.73 0.10 0.49
C -1.10 0.65 -1.22 1.21
C -0.27 1.93 -1.28 -1.28
C -2.03 -2.29 1.82 -0.65
C -3.00 -3.28 1.87 -0.92
C -3.86 -3.10 0.74 -0.90
C -3.41 -1.96 0.06 -0.56
C -3.80 1.12 1.95 -0.64
C -4.83 2.04 1.79 -0.58
C -4.70 2.59 0.48 -0.75
C -3.59 2.01 -0.10 -0.44
C 2.51 1.01 1.88 -0.35
C 2.98 -0.32 1.89 -1.57
C 2.88 -0.84 0.56 -0.27
C 2.25 0.14 -0.21 0.39
C 2.60 3.70 -0.74 -0.25
C 3.37 4.83 -0.49 -0.63
C 2.66 5.62 0.49 -0.69
C 1.52 4.92 0.84 -0.31
H -2.03 0.73 -1.80 1.32
H -0.53 -0.15 -1.71 -2.83
H 0.55 1.88 -2.01 0.66
H -0.93 2.76 -1.57 0.42
H -1.19 -2.11 2.47 0.40
H -3.07 -4.03 2.65 0.48
H -4.70 -3.73 0.47 0.44
H -3.78 -1.50 -0.84 0.49
H -3.56 0.48 2.79 0.40
H -5.60 2.27 2.52 0.44
H -5.35 3.33 0.03 0.45
H -3.16 2.18 -1.07 0.38
H 2.83 1.81 2.54 0.64
H 3.52 -0.80 2.70 0.57
H 3.34 -1.75 0.16 0.42
H 2.14 0.21 -1.29 0.14
H 2.74 2.90 -1.44 0.27
H 4.33 5.06 -0.92 0.43
H 2.96 6.59 0.86 0.44
H 0.74 5.13 1.54 0.43
N 0.70 3.32 3.49 -0.84
C 0.58 2.22 3.03 0.40
```

Values from the calculation:
**LUMO level (alpha / beta)**: -0.0089 / -0.0222 hartree
**Charge**: 0
**Spin multiplicity**: 3
**⟨S²⟩**: 2.03
**Energy relative to the best compared isomer or geometry (same formula, charge and spin)**: 0.0 kJ/mol
**Orbital gap (alpha / beta)**: 6.4 / 7.6 eV
**HOMO level (alpha / beta)**: -6.60 / -8.16 eV
**DFT total energy**: -78739.537 eV

---

Entry 4:
Here is a cluster of 13 separate species, C41H97N11O15 in total from the Open Molecules 2025 dataset. Energies are from the ωB97M-V functional and the def2-TZVPD basis.

XYZ file:
```
164
Properties=species:S:1:pos:R:3:mulliken_charge:R:1
C 1.46 2.40 -3.21 -0.78
O 2.28 2.60 -2.13 0.12
C 3.51 1.90 -2.25 -0.25
C 4.59 2.53 -1.37 0.20
O 4.88 3.89 -1.79 -0.46
C 5.04 4.80 -0.72 -0.23
H 1.37 1.38 -3.59 0.00
H 1.72 3.00 -4.08 0.40
H 0.43 2.55 -2.89 0.26
H 3.86 1.87 -3.28 0.46
H 3.36 0.86 -1.97 -0.08
H 5.52 1.97 -1.38 0.21
H 4.25 2.46 -0.33 -0.27
H 5.94 4.50 -0.20 0.31
H 4.16 4.75 -0.08 -0.15
H 5.15 5.84 -1.03 0.32
C 1.78 1.95 3.86 -0.53
O 2.66 2.80 3.07 0.03
C 3.87 3.02 3.80 -0.71
C 5.06 3.49 2.90 -0.82
O 5.31 2.63 1.76 -0.12
C 5.88 1.32 2.15 -0.59
H 0.78 1.96 3.41 -0.50
H 1.55 2.37 4.83 0.54
H 2.12 0.93 4.02 0.44
H 4.21 2.13 4.34 0.42
H 3.70 3.80 4.53 0.41
H 5.93 3.48 3.55 0.41
H 4.98 4.53 2.58 0.40
H 6.13 0.89 1.18 -0.13
H 5.17 0.65 2.65 0.34
H 6.74 1.31 2.81 0.40
C -6.92 2.47 -0.62 -1.15
C -6.46 1.23 0.15 0.78
O -7.21 0.78 1.01 -0.69
N -5.38 0.66 -0.31 0.30
C -4.81 -0.53 0.30 -0.79
H -7.87 2.89 -0.26 0.35
H -7.08 2.31 -1.68 0.31
H -6.23 3.31 -0.60 0.23
H -4.91 1.01 -1.13 -0.10
H -5.03 -1.35 -0.37 0.54
H -5.19 -0.82 1.28 0.17
H -3.74 -0.37 0.45 0.04
C -1.95 -3.74 -2.87 -0.28
C -3.12 -3.97 -1.90 0.51
O -4.11 -3.29 -1.98 -0.66
N -2.87 -4.89 -0.98 0.07
C -3.66 -5.38 0.13 -0.81
H -2.25 -2.98 -3.59 0.21
H -1.61 -4.65 -3.37 0.52
H -1.14 -3.37 -2.24 -0.39
H -2.00 -5.40 -1.04 0.18
H -4.29 -6.21 -0.21 0.40
H -4.29 -4.54 0.41 0.31
H -3.18 -5.73 1.04 0.06
C 8.19 -0.19 -2.24 -1.22
C 6.72 -0.69 -1.98 0.73
O 5.88 -0.64 -2.94 -0.63
N 6.28 -1.01 -0.77 -0.04
C 4.92 -1.37 -0.38 -0.31
H 8.19 0.84 -2.60 0.28
H 8.72 -0.80 -2.98 0.37
H 8.88 -0.35 -1.42 0.36
H 6.93 -1.02 0.00 0.27
H 4.51 -0.61 0.28 -0.02
H 4.85 -2.36 0.06 0.40
H 4.15 -1.27 -1.15 -0.15
C 0.78 0.67 0.46 1.39
C 0.37 -0.74 0.20 0.17
O 1.13 -1.48 -0.43 -0.63
N -0.77 -1.19 0.73 1.03
C -1.31 -2.58 0.80 0.13
H 0.48 1.30 -0.38 -0.44
H 1.86 0.63 0.58 0.11
H 0.28 1.04 1.35 -0.80
H -1.22 -0.50 1.32 -0.66
H -0.88 -3.25 0.05 -0.66
H -2.40 -2.58 0.77 -0.08
H -0.98 -3.01 1.75 0.41
C -3.85 -3.78 4.21 -0.57
C -2.59 -4.65 4.07 0.53
O -1.52 -4.03 3.97 -0.64
N -2.73 -5.96 3.88 -0.13
C -1.63 -6.92 3.73 -0.72
H -3.79 -3.15 5.09 0.21
H -4.79 -4.33 4.24 0.41
H -3.92 -3.07 3.38 -0.04
H -3.68 -6.31 3.87 0.26
H -0.91 -6.77 4.53 0.33
H -1.08 -6.92 2.78 0.00
H -2.02 -7.94 3.79 0.39
C 2.15 7.29 -1.18 -0.96
C 0.64 7.26 -0.82 0.66
O -0.12 8.10 -1.31 -0.70
N 0.14 6.25 -0.08 0.08
C 0.90 5.13 0.48 0.16
H 2.44 6.52 -1.90 0.18
H 2.86 7.41 -0.37 0.32
H 2.35 8.15 -1.82 0.38
H -0.86 6.24 0.02 0.10
H 0.46 4.13 0.46 -0.16
H 1.26 5.37 1.48 0.23
H 1.86 5.04 -0.03 -0.31
C -1.94 0.43 -2.31 1.47
C -3.05 0.88 -3.15 -0.11
O -3.79 1.85 -2.88 -0.74
N -3.21 0.06 -4.24 0.33
C -4.16 0.22 -5.34 -1.18
H -0.98 0.79 -2.68 0.06
H -1.93 -0.65 -2.18 -0.18
H -2.00 0.91 -1.33 -0.63
H -2.48 -0.63 -4.34 -0.08
H -5.01 0.79 -4.95 0.37
H -4.62 -0.75 -5.53 0.40
H -3.87 0.56 -6.34 0.30
C -0.24 -0.27 -6.96 -1.18
C -0.01 -0.93 -5.63 0.57
O -0.95 -1.34 -4.96 -0.68
N 1.20 -1.02 -5.25 0.02
C 1.64 -1.60 -3.95 -0.83
H -0.09 -0.99 -7.76 0.33
H 0.28 0.69 -6.99 0.41
H -1.29 0.04 -6.93 0.18
H 1.96 -0.91 -5.90 0.27
H 1.29 -2.62 -3.82 0.38
H 1.31 -1.05 -3.07 -0.07
H 2.71 -1.79 -3.86 0.42
C -2.67 3.54 0.00 0.28
C -2.37 4.23 1.30 0.26
O -2.54 5.46 1.41 -0.76
N -1.86 3.43 2.26 0.85
C -1.53 3.91 3.58 -1.12
H -1.76 3.09 -0.41 -0.32
H -3.01 4.29 -0.71 0.50
H -3.41 2.76 0.17 -0.07
H -1.99 2.43 2.15 -0.32
H -0.48 3.72 3.80 0.23
H -2.13 3.45 4.36 0.24
H -1.76 4.97 3.68 0.43
C 1.73 -4.57 -1.22 -0.19
C 0.96 -5.74 -0.58 0.60
O -0.11 -6.02 -1.06 -0.75
N 1.58 -6.43 0.45 -0.17
C 1.09 -7.62 1.12 -0.93
H 2.48 -4.08 -0.60 0.17
H 0.98 -3.82 -1.45 -0.39
H 2.28 -4.85 -2.12 0.44
H 2.51 -6.07 0.61 0.21
H 1.09 -7.48 2.20 0.29
H 1.72 -8.50 1.06 0.33
H 0.06 -7.74 0.78 0.31
C -1.41 -0.62 4.86 -1.05
C -2.50 0.03 4.05 0.31
O -2.25 0.59 2.98 -0.40
N -3.63 0.06 4.68 0.01
C -4.75 0.86 4.13 -0.99
H -0.60 0.02 5.23 0.20
H -0.90 -1.35 4.24 0.16
H -1.73 -1.27 5.68 0.43
H -3.82 -0.35 5.58 0.29
H -4.49 1.66 3.43 0.13
H -5.41 1.28 4.89 0.42
H -5.36 0.21 3.51 0.40
```

Values from the calculation:
**LUMO level**: 0.0052 hartree
**Charge**: 0
**Energy relative to the best compared isomer or geometry (same formula, charge and spin)**: 0.0 kJ/mol
**Orbital gap**: 8.7 eV
**HOMO level**: -8.52 eV
**DFT total energy**: -91194.711 eV

---

Entry 5:
Here is a cluster of 2 separate species, C17H32N4O8 in total from the Open Molecules 2025 dataset. Energies are from the ωB97M-V functional and the def2-TZVPD basis.

XYZ file:
```
61
Properties=species:S:1:pos:R:3:mulliken_charge:R:1
N -4.51 -5.36 -0.95 -0.66
C -3.53 -5.13 -2.05 0.33
C -2.32 -4.37 -1.49 -0.93
C -2.70 -2.96 -1.06 -0.77
N -1.51 -2.28 -0.53 -0.08
C -1.64 -0.87 -0.09 0.28
C -2.28 -0.81 1.32 -1.11
C -1.33 -1.09 2.51 -0.43
C -0.66 -2.46 2.51 0.45
O 0.52 -2.50 2.80 -0.60
O -1.41 -3.56 2.27 -0.41
C -0.31 -0.09 -0.20 0.12
O -0.22 1.00 0.34 -0.63
O 0.70 -0.65 -0.92 -0.56
C -3.04 -6.43 -2.74 0.26
O -2.55 -6.35 -3.85 -0.57
O -3.17 -7.61 -2.08 -0.44
H -4.07 -5.88 -0.19 0.24
H -5.33 -5.86 -1.29 0.27
H -4.01 -4.53 -2.83 0.45
H -1.91 -4.91 -0.63 0.26
H -1.54 -4.31 -2.25 0.44
H -3.49 -2.99 -0.30 0.34
H -3.09 -2.41 -1.93 0.30
H -0.71 -2.37 -1.18 0.24
H -2.33 -0.37 -0.78 0.36
H -3.12 -1.51 1.37 0.42
H -2.70 0.19 1.46 0.49
H -1.92 -1.02 3.44 0.49
H -0.56 -0.32 2.56 0.18
H -0.79 -4.29 2.31 0.35
H 1.45 -0.04 -0.87 0.37
H -2.80 -8.27 -2.68 0.36
C 3.36 0.11 1.40 -0.99
N 2.57 1.28 1.05 0.07
C 3.07 2.47 0.69 -0.17
O 4.28 2.66 0.61 -0.68
C 2.05 3.56 0.35 0.07
N 2.16 4.75 1.23 -0.01
C 3.17 5.63 1.27 0.75
C 3.10 6.63 2.40 -1.30
O 4.08 5.69 0.46 -0.60
C 2.03 3.92 -1.15 0.55
C 1.88 2.69 -2.06 -1.32
C 0.85 4.86 -1.47 -1.53
H 3.94 0.31 2.31 0.36
H 4.06 -0.12 0.60 0.34
H 2.71 -0.75 1.58 0.27
H 1.56 1.21 1.12 0.10
H 1.07 3.14 0.56 0.53
H 1.45 4.86 1.93 0.29
H 2.15 7.17 2.36 0.35
H 3.92 7.34 2.29 0.33
H 3.20 6.11 3.35 0.32
H 2.95 4.42 -1.43 0.48
H 1.88 3.00 -3.10 0.49
H 2.73 2.02 -1.92 0.29
H 0.95 2.17 -1.84 0.13
H -0.09 4.39 -1.19 0.34
H 0.84 5.09 -2.54 0.42
H 0.97 5.80 -0.93 0.33
```

Values from the calculation:
**LUMO level**: 0.0116 hartree
**SMILES**: N[C@@H](CCN[C@@H](CCC(=O)O)C(=O)O)C(=O)O.CNC(=O)[C@@H](NC(C)=O)C(C)C
**Charge**: 0
**Orbital gap**: 9.1 eV
**HOMO level**: -8.83 eV
**DFT total energy**: -40490.887 eV

---

Number 1: largest force on an atom 0.009 Eh/bohr. Number 2: largest force on an atom 0.061 Eh/bohr. Number 3: largest force on an atom 0.068 Eh/bohr. Number 4: largest force on an atom 0.119 Eh/bohr. Number 5: largest force on an atom 0.043 Eh/bohr.